Entry 1:
Here is a structure of composition C29H21BrI2N4O2Ti from the OMol25 dataset. Energies are from ωB97M-V with the def2-TZVPD basis set.

Properties
- Charge: +1
- 2S+1: 2
- Frontier orbital gap (alpha / beta): 0.25316 / 0.25236 Eh
- LUMO (alpha / beta): -0.1320 / -0.1339 hartree
- Largest force on an atom: 0.018 Eh/bohr
- Electronic energy: -149827.7117 eV

The geometry in XYZ format:
```
60
Properties=species:S:1:pos:R:3:forces:R:3
Ti -0.311 0.578 0.640 0.691 -0.443 -0.460
Br -0.101 -5.811 4.129 0.013 0.038 -0.001
C -0.101 -4.002 3.586 0.063 -0.088 0.075
C 0.881 -3.130 4.074 -0.092 -0.021 -0.058
C 0.886 -1.809 3.692 0.073 0.055 0.056
C -0.068 -1.308 2.791 -0.145 -0.074 0.022
O -0.050 -0.039 2.445 0.108 -0.243 -0.067
C -1.051 -2.203 2.295 0.008 -0.035 0.037
C -2.101 -1.747 1.421 -0.052 -0.111 -0.032
N -2.033 -0.649 0.754 -0.108 -0.108 0.045
C -3.107 -0.141 -0.007 -0.046 0.305 -0.034
C -4.070 -0.860 -0.655 -0.029 -0.102 -0.003
C -5.086 -0.195 -1.377 0.007 0.036 0.004
C -5.123 1.169 -1.438 0.014 -0.049 0.022
C -4.126 1.938 -0.791 -0.012 0.091 0.023
C -4.088 3.353 -0.803 -0.060 -0.046 -0.048
C -3.081 4.009 -0.162 0.008 0.068 0.004
C -2.077 3.263 0.480 0.013 -0.037 0.012
N -2.079 1.950 0.529 -0.173 0.160 -0.111
C -3.106 1.280 -0.091 0.141 -0.070 0.185
C -1.064 -3.544 2.730 -0.073 0.069 -0.079
H 1.629 -3.500 4.762 0.002 -0.004 0.003
H 1.626 -1.122 4.083 -0.006 0.004 -0.008
H -2.989 -2.375 1.333 -0.025 0.035 0.088
H -4.053 -1.942 -0.628 -0.029 0.004 -0.019
H -5.840 -0.779 -1.885 0.009 -0.017 0.009
H -5.908 1.673 -1.987 0.009 0.022 0.006
H -4.862 3.901 -1.327 -0.001 -0.005 0.002
H -3.027 5.088 -0.157 0.021 -0.005 0.014
H -1.238 3.763 0.948 -0.004 0.016 -0.007
H -1.838 -4.211 2.372 0.005 -0.004 0.007
I 4.344 0.539 -5.379 -0.059 0.028 0.066
C 2.892 0.854 -3.910 0.156 0.006 -0.134
C 2.737 2.117 -3.354 0.009 -0.070 -0.018
C 1.774 2.310 -2.378 -0.128 0.114 0.205
I 1.524 4.173 -1.466 0.047 -0.083 -0.092
C 0.960 1.260 -1.950 0.037 0.119 -0.114
O 0.023 1.423 -1.026 -0.157 0.128 -0.035
C 1.141 -0.005 -2.511 0.018 -0.105 -0.003
C 0.282 -1.110 -1.969 -0.002 0.026 -0.067
N 0.530 -1.302 -0.513 -0.034 0.055 0.168
C 1.925 -1.677 -0.244 0.018 -0.032 -0.004
C 2.726 -0.518 0.286 -0.053 -0.006 0.050
C 4.109 -0.585 0.357 0.049 0.030 -0.023
C 4.803 0.469 0.921 0.015 -0.031 -0.010
C 4.094 1.557 1.410 0.009 0.005 -0.004
C 2.719 1.543 1.298 0.041 0.070 -0.117
N 2.044 0.533 0.734 -0.161 0.411 0.347
C 2.104 -0.206 -3.490 -0.080 0.006 0.075
H 3.361 2.939 -3.675 -0.001 0.005 0.002
H 0.482 -2.040 -2.509 -0.001 -0.008 0.006
H -0.775 -0.860 -2.091 -0.009 -0.025 0.006
H -0.069 -2.054 -0.190 0.038 -0.052 -0.055
H 2.406 -2.058 -1.149 -0.003 -0.061 0.019
H 1.944 -2.481 0.495 -0.022 0.031 0.042
H 4.630 -1.452 -0.029 -0.013 -0.003 -0.006
H 5.883 0.443 0.983 -0.003 0.001 -0.003
H 4.596 2.400 1.861 -0.021 0.007 0.007
H 2.129 2.377 1.657 -0.011 -0.004 0.001
H 2.239 -1.189 -3.924 -0.008 -0.003 0.006
```
Forces are in eV/Å.

Löwdin atomic charge list, values in e, 2 entries: number 1, Ti, carries 1.114; number 2, Br, carries 0.770

***

Entry 2:
Here is a structure of composition C29H21Cl2N9O2Ti from the OMol25 dataset. Energies are from ωB97M-V with the def2-TZVPD basis set.

Properties
- Charge: +1
- 2S+1: 2
- Energy above the lowest of the compared OMol25 structures with the same formula, charge and spin: 0.0 kcal per mole
- Frontier orbital gap (alpha / beta): 0.25198 / 0.24456 Eh
- LUMO (alpha / beta): -0.1281 / -0.1351 hartree
- Largest force on an atom: 0.023 Eh/bohr
- Electronic energy: -96076.6589 eV

The geometry in XYZ format:
```
64
Properties=species:S:1:pos:R:3:forces:R:3
Ti -1.250 1.288 0.519 0.207 -0.742 0.122
Cl -4.797 7.164 0.632 0.063 -0.038 0.003
C -3.495 6.030 0.617 -0.112 0.014 -0.012
C -3.795 4.678 0.557 -0.091 0.067 0.035
C -2.777 3.736 0.541 -0.384 -0.435 0.000
N -2.949 2.302 0.542 -0.370 0.776 0.148
C -4.225 1.806 0.798 0.445 0.106 -0.158
O -5.203 2.437 1.114 -0.206 0.034 0.072
C -4.341 0.325 0.644 0.134 0.048 0.020
C -5.580 -0.279 0.727 -0.106 -0.050 0.003
C -5.656 -1.649 0.566 -0.060 -0.048 -0.005
C -4.483 -2.355 0.338 -0.060 -0.020 0.004
C -3.290 -1.665 0.287 0.030 0.056 -0.075
N -3.207 -0.337 0.432 0.213 0.211 0.014
C -1.454 4.158 0.503 0.463 -0.130 -0.052
C -1.158 5.506 0.616 0.131 0.113 -0.052
C -2.176 6.443 0.683 0.084 0.092 0.012
Cl -1.754 8.111 0.825 -0.032 -0.060 -0.007
N -0.485 3.098 0.406 -0.159 0.790 -0.054
C 0.821 3.446 0.068 -0.417 -0.202 0.146
O 1.202 4.511 -0.345 0.132 0.162 -0.113
C 1.803 2.340 0.283 -0.128 -0.045 0.012
C 3.155 2.583 0.148 0.145 0.017 -0.003
C 4.037 1.551 0.414 0.071 0.043 -0.015
C 3.523 0.317 0.781 0.039 -0.032 -0.004
C 2.153 0.160 0.858 -0.071 0.053 0.008
N 1.292 1.158 0.624 -0.254 0.090 0.006
H -4.828 4.387 0.550 0.011 0.018 -0.002
H -6.444 0.342 0.914 -0.021 0.001 0.003
H -6.609 -2.160 0.616 0.038 0.018 0.004
H -4.486 -3.429 0.206 -0.017 0.022 0.003
H -2.370 -2.205 0.126 -0.033 -0.018 -0.024
H -0.141 5.856 0.630 -0.025 0.001 -0.001
H 3.474 3.572 -0.146 0.022 0.014 -0.003
H 5.107 1.705 0.342 -0.044 -0.007 -0.001
H 4.166 -0.524 1.004 0.007 0.022 -0.012
H 1.738 -0.797 1.135 0.014 -0.017 0.033
C -0.205 -0.874 -2.014 0.034 -0.107 0.031
C -0.201 -1.374 -0.611 0.023 0.038 0.189
N -0.582 -0.699 0.463 0.320 -1.118 -0.040
C -0.457 -1.557 1.549 -0.052 0.333 -0.128
C 0.010 -2.749 1.117 0.086 -0.088 -0.107
N 0.170 -2.619 -0.246 -0.042 -0.245 -0.112
C 0.634 -3.698 -1.124 0.020 0.081 0.203
N 1.952 -4.108 -0.779 -0.233 -0.279 -0.135
N 2.117 -5.310 -0.141 0.451 0.208 0.083
N 3.359 -5.503 0.064 -0.266 0.336 -0.212
C 4.061 -4.418 -0.454 0.199 -0.408 0.260
C 5.435 -4.174 -0.488 0.117 0.006 -0.026
C 5.852 -3.012 -1.096 -0.049 0.001 0.003
C 4.927 -2.105 -1.658 -0.020 -0.029 0.027
C 3.567 -2.330 -1.619 0.073 -0.062 -0.006
C 3.161 -3.520 -1.003 -0.139 0.203 -0.084
H -0.531 0.158 -2.050 -0.066 0.228 0.043
H -0.891 -1.449 -2.635 -0.010 -0.029 -0.011
H 0.787 -0.917 -2.465 0.005 -0.021 0.024
H -0.703 -1.257 2.552 -0.035 0.031 0.033
H 0.252 -3.661 1.638 -0.009 0.042 -0.043
H 0.567 -3.365 -2.156 0.051 0.086 -0.039
H -0.007 -4.562 -0.983 -0.060 -0.098 -0.036
H 6.134 -4.883 -0.062 -0.036 0.034 -0.014
H 6.910 -2.788 -1.156 -0.047 0.004 -0.003
H 5.298 -1.208 -2.138 -0.008 -0.029 0.019
H 2.870 -1.627 -2.058 0.032 -0.040 0.026
```
Forces are in eV/Å.

Löwdin atomic charge list, values in e, 2 entries: number 1, Ti, carries 1.253; number 2, Cl, carries 0.701

***

Entry 3:
Here is a structure of composition C29H21Cl3N2O2PS3Tc from the OMol25 dataset. Energies are from ωB97M-V with the def2-TZVPD basis set.

Properties
- Charge: -1
- 2S+1: 2
- Energy above the lowest of the compared OMol25 structures with the same formula, charge and spin: 47.4 kcal per mole
- Frontier orbital gap (alpha / beta): 0.22124 / 0.24750 Eh
- LUMO (alpha / beta): 0.0828 / 0.0829 hartree
- Largest force on an atom: 0.071 Eh/bohr
- Electronic energy: -119052.9457 eV

The geometry in XYZ format:
```
62
Properties=species:S:1:pos:R:3:forces:R:3
Tc -0.381 -0.145 0.831 -2.120 -2.901 0.769
Cl 3.083 -0.194 -0.415 0.153 -0.075 -0.049
C 3.762 1.368 -0.148 -0.160 0.287 0.065
C 5.129 1.496 0.035 0.039 -0.070 -0.036
C 5.678 2.751 0.241 0.027 -0.002 0.014
C 4.858 3.866 0.271 -0.021 0.088 -0.020
C 3.490 3.731 0.094 0.002 -0.085 -0.035
C 2.909 2.481 -0.122 0.017 -0.208 0.096
P 1.083 2.215 -0.276 0.543 -0.384 -0.324
C 0.899 2.054 -2.097 -0.096 0.008 0.034
C 1.949 1.774 -2.966 -0.074 0.038 0.054
C 1.700 1.554 -4.315 0.073 -0.007 -0.021
C 0.408 1.614 -4.811 -0.046 0.037 0.005
C -0.642 1.931 -3.959 0.016 0.021 0.020
C -0.395 2.149 -2.614 0.092 -0.053 -0.076
C 0.523 3.940 -0.010 -0.196 -0.109 0.294
C 0.265 4.865 -1.017 0.011 -0.022 -0.011
C -0.094 6.168 -0.695 -0.009 0.064 0.013
C -0.184 6.565 0.631 -0.001 -0.071 -0.005
C 0.060 5.644 1.642 0.043 0.015 0.002
C 0.402 4.340 1.322 -0.092 -0.078 0.009
H 5.753 0.612 0.017 -0.028 -0.014 -0.014
H 6.747 2.855 0.379 -0.003 -0.022 0.016
H 5.283 4.849 0.433 -0.012 -0.001 0.000
H 2.864 4.612 0.124 0.004 0.013 -0.003
H 2.963 1.726 -2.592 0.008 -0.031 -0.045
H 2.525 1.330 -4.980 -0.001 -0.024 0.015
H 0.214 1.415 -5.857 0.022 0.022 -0.006
H -1.655 1.995 -4.334 -0.003 -0.042 0.016
H -1.213 2.395 -1.952 -0.037 -0.050 -0.029
H 0.345 4.573 -2.056 0.020 0.005 0.004
H -0.304 6.877 -1.486 0.033 -0.010 -0.013
H -0.449 7.585 0.879 -0.028 -0.003 -0.013
H -0.021 5.940 2.680 -0.006 -0.012 0.000
H 0.563 3.609 2.107 -0.017 0.027 0.010
S -2.330 -2.270 4.560 -0.066 -0.035 -0.057
C -1.747 -1.585 3.169 -0.121 -0.139 0.666
S -0.302 -0.658 3.168 0.681 0.612 -0.319
S -2.490 -1.688 1.636 1.546 1.133 -0.939
Cl 2.528 -2.590 2.318 0.079 -0.058 0.028
C 1.872 -3.481 0.986 -0.151 0.147 -0.039
C 2.255 -4.792 0.791 0.033 0.027 -0.030
C 1.743 -5.521 -0.273 0.010 -0.085 0.044
C 0.839 -4.925 -1.144 0.021 0.005 -0.090
C 0.452 -3.619 -0.948 -0.027 0.187 0.186
Cl -0.692 -2.870 -2.011 -0.015 -0.089 -0.082
C 0.926 -2.842 0.145 -0.235 -0.289 0.005
N 0.470 -1.604 0.343 0.438 0.957 -0.259
H 2.949 -5.243 1.488 0.021 0.029 -0.009
H 2.032 -6.554 -0.412 0.011 0.014 -0.013
H 0.424 -5.483 -1.973 -0.013 0.043 -0.014
O -3.412 0.199 -2.117 0.041 -0.033 0.007
C -3.205 0.832 -1.111 -0.025 0.051 -0.059
C -4.162 1.892 -0.539 0.075 0.002 0.020
C -3.359 2.584 0.561 -0.130 -0.108 0.046
C -2.163 1.675 0.669 -0.443 0.325 -0.154
O -1.270 1.706 1.541 -0.528 0.450 0.061
N -2.087 0.763 -0.304 0.600 0.532 0.270
H -5.031 1.368 -0.139 -0.019 -0.004 -0.034
H -4.496 2.553 -1.336 -0.020 -0.028 -0.022
H -3.869 2.654 1.520 0.018 0.013 0.013
H -3.030 3.586 0.277 0.065 -0.006 0.036
```
Forces are in eV/Å.

Löwdin atomic charge list, values in e, 2 entries: number 1, Tc, carries 0.988; number 2, Cl, carries 0.743

***

Entry 4:
Here is a structure of composition C29H21N5Pd from the OMol25 dataset. Energies are from ωB97M-V with the def2-TZVPD basis set.

Properties
- Charge: 0
- 2S+1: 3
- Frontier orbital gap (alpha / beta): 0.21291 / 0.25433 Eh
- LUMO (alpha / beta): 0.0058 / -0.0267 hartree
- Largest force on an atom: 0.023 Eh/bohr
- Electronic energy: -41340.5417 eV

The geometry in XYZ format:
```
56
Properties=species:S:1:pos:R:3:forces:R:3
Pd -0.552 -0.061 0.436 0.468 -0.037 -0.967
N 1.107 -3.755 1.941 -0.198 0.152 -0.490
C 0.561 -2.860 1.079 0.104 -0.005 0.103
N 0.393 -1.612 1.367 -0.411 -0.327 -0.152
C 0.760 -1.124 2.635 0.113 1.099 0.374
N 0.699 0.167 2.900 0.441 -0.764 0.661
N 0.288 0.909 1.898 -0.058 -0.408 -0.382
C -0.078 2.179 1.984 0.027 0.763 0.150
C -0.782 2.695 0.870 0.009 0.076 0.203
C -1.202 4.038 0.746 -0.013 -0.044 -0.026
C -1.905 4.432 -0.363 0.110 -0.210 0.049
C -2.212 3.491 -1.351 0.161 -0.071 0.067
C -1.793 2.187 -1.176 -0.338 0.200 -0.569
N -1.097 1.791 -0.120 0.032 0.045 0.472
C 1.091 -2.081 3.660 0.050 -0.451 0.246
C 1.176 -1.743 5.011 0.049 -0.222 -0.136
C 1.491 -2.708 5.952 0.025 0.152 0.025
C 1.712 -4.020 5.567 -0.038 -0.161 -0.240
C 1.584 -4.385 4.232 0.041 0.026 0.163
C 1.270 -3.426 3.287 0.103 0.498 0.515
H 1.235 -4.715 1.658 -0.119 0.154 -0.065
H 0.253 -3.225 0.107 -0.013 0.049 0.014
H 0.100 2.762 2.879 0.087 -0.039 -0.028
H -0.972 4.737 1.537 0.059 0.003 0.040
H -2.218 5.459 -0.480 -0.053 0.076 0.062
H -2.788 3.766 -2.218 -0.017 -0.036 -0.159
H -2.035 1.422 -1.904 0.062 -0.007 0.125
H 0.984 -0.722 5.295 0.026 0.125 0.027
H 1.565 -2.433 6.993 0.008 0.026 0.098
H 1.971 -4.767 6.302 -0.010 -0.053 0.040
H 1.723 -5.412 3.927 0.034 -0.123 -0.017
C -2.095 -1.011 -0.481 -0.300 -0.088 0.007
C -3.056 -0.765 0.272 -0.286 -0.325 -0.350
C -3.972 -0.406 1.251 0.403 -0.220 -0.420
C -4.012 -1.190 2.473 -0.061 -0.298 0.485
C -2.873 -1.901 2.875 0.100 0.181 -0.248
C -2.841 -2.580 4.074 -0.023 -0.078 0.146
C -3.948 -2.572 4.909 -0.016 -0.048 0.036
C -5.095 -1.894 4.519 -0.047 -0.052 0.124
C -5.137 -1.225 3.311 0.105 -0.036 -0.182
C -4.612 0.884 1.150 -0.261 0.545 -0.061
C -4.978 1.610 2.295 0.048 -0.131 -0.006
C -5.515 2.874 2.192 -0.079 0.187 0.009
C -5.675 3.473 0.952 -0.050 0.019 0.044
C -5.306 2.779 -0.191 -0.148 0.135 -0.027
C -4.789 1.505 -0.098 -0.045 -0.239 0.164
H -1.995 -1.867 2.236 -0.181 -0.062 0.092
H -1.940 -3.100 4.372 0.083 -0.051 0.033
H -3.919 -3.096 5.853 -0.009 -0.004 0.074
H -5.960 -1.874 5.169 -0.044 -0.083 -0.020
H -6.049 -0.733 3.001 0.015 0.049 0.013
H -4.805 1.194 3.275 -0.005 -0.031 0.012
H -5.813 3.395 3.090 0.050 0.102 0.060
H -6.081 4.471 0.885 -0.061 0.085 -0.058
H -5.437 3.239 -1.160 0.022 -0.003 -0.070
H -4.517 0.958 -0.990 0.049 -0.045 -0.060
```
Forces are in eV/Å.

Löwdin atomic charge list, values in e, 2 entries: number 1, Pd, carries 0.931; number 2, N, carries 0.118

***

Question: Number 1 is which compound?
Answer: C29H21BrI2N4O2Ti